Formula: C26H60B3N5O7S2
Source: the OMol25 dataset
Level of theory: ωB97M-V/def2-TZVPD

```
103
Properties=species:S:1:pos:R:3:forces:R:3:lowdin_charge:R:1
C -2.59787 0.16243 -3.94575 0.3 -0.7 0.1 0.031
B -1.18808 -0.62662 -4.22590 -0.7 0.9 0.3 -0.444
O 0.07688 -0.01358 -3.82728 -0.4 -3.0 -2.6 0.192
B 1.09460 -0.87514 -4.42797 -0.1 -0.2 1.2 -0.407
C 2.18333 -0.34880 -5.51710 -0.1 0.4 -0.1 -0.058
C 2.05626 1.25129 -5.80987 0.5 -0.9 -0.3 -0.189
C 0.86445 1.41135 -6.86203 0.2 -0.7 -0.2 -0.225
S 0.78119 3.07333 -7.67980 0.0 5.5 -0.1 0.733
O 2.11822 3.63517 -8.05727 -2.9 -2.5 1.0 -0.335
O -0.07323 4.06452 -6.92122 2.0 -3.7 -1.9 -0.338
O -0.05112 2.80946 -9.14219 1.5 -1.4 2.2 -0.201
O 1.04065 -2.26804 -4.00271 -2.3 1.2 -1.7 0.213
B -0.25644 -2.80426 -4.34000 0.2 0.0 0.1 -0.424
C -0.66104 -4.38373 -4.17356 0.3 0.5 0.1 -0.108
C -1.00637 -4.92617 -5.66589 1.1 0.7 0.9 -0.460
S -2.72327 -5.61411 -5.83654 -0.8 1.1 -0.1 0.903
C -3.94311 -4.26051 -5.66520 -2.5 3.3 -1.5 -0.524
N -4.79703 -3.64133 -6.64259 2.8 -2.2 2.4 -0.010
N -5.55385 -2.63383 -6.10023 3.0 -1.4 5.4 0.022
C -5.13252 -2.61909 -4.74270 0.0 -0.9 -2.2 -0.113
O -4.17893 -3.59718 -4.43157 -1.3 0.7 -2.7 -0.053
O -1.26375 -1.90894 -4.90220 2.3 0.7 2.4 0.185
H -2.68656 1.01972 -4.69913 -0.1 -1.0 1.2 0.088
H -2.66445 0.53531 -2.85667 0.2 -0.3 -1.8 0.077
H -3.44947 -0.58633 -4.10194 1.1 1.2 0.1 0.048
H 3.26345 -0.62545 -5.22337 -1.7 0.4 -0.3 0.129
H 2.00178 -0.91308 -6.51005 0.3 0.7 1.5 0.125
H 3.05954 1.55234 -6.27226 -1.7 -0.1 0.5 0.124
H 1.90762 1.83339 -4.84377 0.0 -0.7 -1.4 0.132
H 1.07461 0.65316 -7.70659 -0.4 1.2 1.2 0.117
H -0.17871 1.21582 -6.42570 1.6 0.4 -0.6 0.126
H 0.32354 1.94082 -9.44155 -0.5 1.0 -0.2 0.078
H 0.19190 -4.98344 -3.69034 -1.3 0.8 -0.8 0.115
H -1.56490 -4.46230 -3.46719 1.2 0.1 -1.2 0.112
H -0.28180 -5.78775 -5.86309 -1.4 0.9 0.0 0.091
H -0.75043 -4.11004 -6.42075 -0.8 -1.2 0.8 0.092
H -5.41397 -1.97162 -3.85824 0.2 -0.8 -1.5 0.133
C -3.64242 1.89583 0.24979 0.0 -0.1 0.0 -0.092
C -5.06143 1.77403 -0.29224 0.1 0.0 0.1 -0.270
N -5.49984 0.39619 -0.48688 -0.1 -0.2 -0.3 -0.194
C -6.73660 0.28867 -1.25846 0.1 0.1 -0.2 -0.260
C -8.00837 0.87145 -0.64730 -0.3 -0.1 0.0 -0.088
C -5.41261 -0.47942 0.67752 0.3 0.0 0.1 -0.251
C -6.17554 -0.06792 1.93610 -0.1 -0.1 0.2 -0.086
H -2.93169 1.36286 -0.38910 -0.1 0.0 0.1 0.064
H -3.34373 2.94669 0.27378 -0.1 -0.1 0.0 0.078
H -3.55582 1.50723 1.26671 0.0 0.0 0.0 0.061
H -5.08272 2.29310 -1.25694 -0.2 -0.2 0.0 0.119
H -5.73936 2.32780 0.36999 0.0 0.1 0.1 0.099
H -6.91524 -0.76365 -1.50751 0.1 0.0 0.2 0.106
H -6.57292 0.77914 -2.22569 0.1 0.1 0.1 0.108
H -8.39850 0.24065 0.15193 0.0 0.1 0.0 0.056
H -8.78990 0.93007 -1.41088 0.1 0.0 0.0 0.074
H -7.86150 1.88016 -0.25770 0.0 0.0 0.0 0.069
H -4.35610 -0.59005 0.94208 0.0 0.1 -0.1 0.100
H -5.72330 -1.49069 0.39305 -0.1 0.2 -0.2 0.114
H -6.05419 0.99104 2.17261 0.0 0.0 -0.1 0.069
H -5.79776 -0.63406 2.79360 0.0 0.0 -0.1 0.073
H -7.24005 -0.28886 1.85509 0.0 0.1 0.0 0.055
C 1.03799 0.54450 -0.40100 0.0 0.1 0.0 -0.087
C 1.99278 0.85501 0.74544 -0.2 0.0 0.0 -0.269
N 1.61124 2.03141 1.51652 0.2 0.3 0.1 -0.191
C 2.65704 2.48963 2.42843 0.1 0.1 -0.2 -0.245
C 3.05862 1.56125 3.57202 0.1 0.0 0.3 -0.096
C 0.25994 2.02586 2.06495 -0.2 0.0 -0.3 -0.246
C -0.12380 0.87890 2.99938 -0.2 0.0 0.2 -0.082
H 0.92376 1.40752 -1.06328 0.0 0.0 0.1 0.084
H 1.43110 -0.28236 -0.99806 0.0 0.0 0.1 0.070
H 0.05016 0.24815 -0.04167 0.0 0.0 0.0 0.064
H 2.98266 1.02183 0.30615 0.0 0.2 0.2 0.118
H 2.08451 -0.03719 1.37881 0.0 -0.1 0.0 0.098
H 2.37007 3.46071 2.84666 -0.2 -0.1 -0.1 0.114
H 3.55423 2.69810 1.83346 -0.1 -0.1 -0.1 0.110
H 2.30924 1.54895 4.36434 0.0 -0.1 0.0 0.053
H 3.98897 1.91714 4.02532 0.0 0.0 0.0 0.063
H 3.23339 0.53655 3.23859 0.0 0.0 0.0 0.069
H -0.44622 2.03305 1.22831 0.1 -0.1 0.0 0.091
H 0.07312 2.97469 2.57946 0.3 0.0 0.0 0.117
H 0.20417 -0.09356 2.62647 0.0 0.0 0.0 0.069
H -1.21369 0.83534 3.09563 0.1 0.0 0.0 0.066
H 0.27704 1.02243 4.00314 0.0 -0.1 -0.1 0.055
C 3.49916 0.80337 7.71009 0.0 0.0 -0.1 -0.087
C 4.85304 0.26085 8.15261 -0.1 0.0 -0.1 -0.271
N 5.25274 -0.95839 7.45953 0.1 -0.3 0.1 -0.194
C 6.40143 -1.62049 8.07425 -0.2 -0.1 0.2 -0.253
C 7.73644 -0.87953 8.06653 0.3 -0.1 0.0 -0.092
C 5.27626 -0.89358 6.00218 -0.3 0.1 -0.1 -0.245
C 6.16993 0.16115 5.35098 0.1 0.0 -0.3 -0.089
H 2.71924 0.04305 7.81104 0.1 0.0 -0.1 0.082
H 3.21823 1.65296 8.33742 0.1 0.0 0.0 0.074
H 3.51457 1.15125 6.67508 0.0 0.0 0.0 0.046
H 4.78044 0.05178 9.22566 0.2 -0.2 -0.1 0.118
H 5.60258 1.05566 8.04404 0.0 0.1 0.0 0.098
H 6.54086 -2.60336 7.61068 -0.1 0.1 -0.1 0.111
H 6.14433 -1.83957 9.11743 -0.1 0.1 -0.1 0.109
H 8.19979 -0.89168 7.07951 0.0 0.1 0.0 0.054
H 8.43554 -1.37422 8.74769 -0.1 0.0 0.0 0.071
H 7.64244 0.15639 8.39687 0.0 0.0 0.0 0.067
H 4.25148 -0.73312 5.65171 0.0 0.1 0.1 0.096
H 5.54387 -1.87716 5.60100 0.1 0.0 0.3 0.116
H 6.08631 1.13757 5.83267 0.0 0.0 0.0 0.070
H 5.87582 0.29264 4.30469 0.0 0.0 0.1 0.062
H 7.21767 -0.14054 5.34995 0.0 0.1 0.1 0.054
```
Forces are in eV/Å.

## Properties
- SMILES string: CB1OB(CCCS(=O)(=O)O)OB(CCSc2nnco2)O1.CCN(CC)CC.CCN(CC)CC.CCN(CC)CC
- E_LUMO: -0.119 eV
- Energy: -73419.515 eV
- Frontier orbital gap: 8.063 eV

***

Formula: C11H20BaN2O3
Source: the OMol25 dataset
Level of theory: ωB97M-V/def2-TZVPD

```
37
Properties=species:S:1:pos:R:3:forces:R:3:lowdin_charge:R:1
C 1.24816 -3.04261 0.81809 -0.3 1.1 0.5 -0.075
C 1.56169 -1.53269 0.63748 0.5 -0.5 0.2 -0.300
C 2.66351 -1.22202 -0.39219 -0.4 0.3 -0.6 -0.179
C 2.48742 0.15996 -1.05979 0.4 -0.6 0.6 -0.180
C 2.29892 1.28231 -0.03673 0.3 0.6 -0.5 -0.190
C 1.44480 2.47338 -0.49915 -0.3 -0.6 1.0 -0.141
C 0.06639 2.06671 -0.97359 0.8 0.8 -1.0 -0.129
O -0.75243 1.69571 0.16843 0.5 -0.7 0.2 -0.007
C -2.06321 1.73501 -0.01376 -0.4 -0.4 0.5 -0.542
O -2.69348 2.61315 -0.45874 -0.7 1.3 -0.8 0.250
N -2.76214 0.54652 0.48134 1.2 -0.6 -0.5 -0.084
C -2.03482 -0.69603 0.12028 -1.3 -0.9 0.9 -0.327
C -2.49278 -1.08851 -1.28486 0.7 0.3 0.2 -0.017
N -2.96736 0.68536 1.90946 -0.6 0.0 0.7 -0.167
C -4.12540 1.18189 2.04704 0.1 0.6 -0.4 -0.195
O -5.12314 1.71422 2.12204 0.0 -0.3 0.3 0.358
H 1.59646 -3.65195 -0.00764 -0.1 -0.1 0.0 0.088
H 0.16241 -3.15506 0.92988 -0.1 -0.4 -0.2 0.048
H 1.68612 -3.37503 1.75586 0.2 -0.4 -0.1 0.077
H 1.91355 -1.16877 1.60950 -0.1 0.3 0.2 0.087
H 0.65520 -0.96225 0.38476 0.4 -0.1 -0.2 0.037
H 2.60203 -1.97006 -1.18433 0.0 -0.1 0.0 0.118
H 3.66983 -1.30363 0.01312 -0.1 -0.1 0.4 0.127
H 3.40602 0.36144 -1.60564 -0.1 0.1 -0.3 0.124
H 1.68277 0.06413 -1.78905 -0.1 0.2 0.0 0.103
H 3.29004 1.67879 0.18224 0.0 0.0 0.3 0.125
H 1.90405 0.93795 0.92127 -0.1 -0.2 0.0 0.085
H 1.27549 3.08611 0.39115 0.1 0.3 -0.1 0.126
H 1.93880 3.12843 -1.20965 0.0 -0.2 -0.3 0.134
H 0.07826 1.21438 -1.65283 0.0 -0.1 0.1 0.117
H -0.33880 2.89713 -1.54614 -0.6 0.1 0.4 0.142
H -2.41867 -1.50793 0.81383 0.1 0.6 -0.5 0.080
H -0.92648 -0.63345 0.24950 -0.9 0.1 -0.5 0.037
H -2.22966 -2.12333 -1.48219 0.2 0.0 -0.3 0.095
H -2.01904 -0.40496 -1.98784 0.1 -0.2 -0.3 0.092
H -3.56370 -0.95659 -1.39668 -0.1 -0.1 0.2 0.102
Ba -1.12083 -0.72770 3.02551 0.7 0.0 -0.1 1.980
```
Forces are in eV/Å.

## Properties
- E_LUMO: -8.046 eV
- Energy: -21530.488 eV
- Frontier orbital gap: 8.702 eV
- Total charge: +2

***

Formula: C58H47N3O27S4
Source: the OMol25 dataset
Level of theory: ωB97M-V/def2-TZVPD

```
139
Properties=species:S:1:pos:R:3:forces:R:3:lowdin_charge:R:1
O 0.55276 -1.94472 2.38284 -0.1 -0.6 -0.9 -0.282
S 1.90415 -1.55240 2.10776 -1.5 1.3 2.0 0.606
O 2.48051 -0.89034 3.24273 1.2 -0.3 -0.6 -0.285
O 2.72223 -2.85985 1.71006 0.1 0.2 -0.1 -0.136
C 1.96747 -0.42653 0.70357 0.1 -0.5 -0.5 -0.204
C 0.57872 -0.04545 0.20443 0.3 -0.8 0.1 -0.218
C -0.08977 -1.26113 -0.45720 0.0 0.4 -0.6 -0.151
C -1.58166 -1.10578 -0.54471 0.2 0.1 -0.3 -0.208
C -2.10545 -0.29371 -1.54984 -0.6 -0.1 0.1 0.004
C -3.48189 -0.14235 -1.67452 0.0 -0.3 0.0 -0.236
C -4.09455 0.71089 -2.76304 0.5 0.2 1.0 -0.160
C -4.54035 2.06787 -2.19781 -0.2 -0.1 0.2 -0.279
C -3.37759 2.87193 -1.64533 0.6 0.1 -0.4 -0.444
S -3.95219 4.25867 -0.61956 -0.2 0.3 -0.1 0.918
C -3.20370 3.89754 0.92431 -0.3 -0.2 0.2 -1.117
S -4.05626 3.75659 2.28547 0.0 0.1 0.1 0.739
N -1.80766 3.72248 0.91953 -0.1 0.0 -0.1 -0.157
C -0.85791 4.56186 0.37786 0.3 -0.2 -0.4 -0.066
C 0.33479 3.94780 0.58861 -0.2 0.2 0.1 -0.141
N 0.15565 2.75653 1.25391 0.1 0.2 0.0 0.084
C -1.12924 2.66018 1.44525 0.5 -0.2 0.3 -0.174
C -4.31295 -0.82092 -0.77462 -0.7 0.1 0.1 -0.366
C -3.80752 -1.60755 0.25224 0.6 -0.1 -0.3 -0.235
C -2.42544 -1.73953 0.34804 0.3 0.1 0.1 0.037
N -4.62228 -2.30643 1.17451 -0.1 1.0 0.0 0.108
C -5.81198 -1.65354 1.57976 -0.3 -0.2 0.7 -0.277
C -6.24729 -1.80767 2.89651 -0.3 0.2 0.0 -0.028
C -7.42626 -1.21122 3.30921 -0.3 0.2 0.0 -0.088
C -8.18962 -0.42763 2.45071 0.3 -0.2 -0.2 -0.084
C -7.76448 -0.26244 1.14144 0.1 -0.2 0.5 -0.104
C -6.59768 -0.89234 0.72762 0.5 0.2 -0.8 -0.460
S -6.08378 -0.70646 -0.96308 -0.1 -0.3 0.0 1.056
H 3.05874 -2.80269 0.80739 0.1 -0.1 0.0 0.088
H 2.47968 -0.94519 -0.11051 0.1 0.0 -0.1 0.099
H 2.57622 0.42177 0.99658 0.0 0.0 0.3 0.107
H -0.02386 0.37081 1.00186 0.1 -0.1 0.1 0.084
H 0.73991 0.71557 -0.55253 -0.2 0.2 0.1 0.080
H 0.27868 -1.30098 -1.48596 0.1 -0.1 -0.1 0.118
H 0.20213 -2.19934 0.00387 -0.2 0.0 0.3 0.102
H -1.46685 0.22898 -2.25026 0.2 -0.1 0.0 0.116
H -3.34478 0.91684 -3.52472 -0.1 -0.3 -0.3 0.121
H -4.94548 0.16327 -3.15632 -0.1 0.2 -0.5 0.083
H -5.04918 2.60516 -2.99140 0.2 0.2 0.1 0.081
H -5.27791 1.92427 -1.41150 -0.1 -0.1 0.1 0.084
H -2.79074 3.24851 -2.48318 0.1 0.2 0.1 0.083
H -2.69127 2.28338 -1.03758 -0.1 -0.2 0.1 0.069
H -1.07330 5.49634 -0.09897 -0.3 0.1 0.0 0.119
H 1.29084 4.33970 0.29531 0.2 -0.1 0.1 0.098
H -1.58788 1.83472 1.95976 -0.4 0.0 0.0 0.132
H -1.95777 -2.33650 1.12287 -0.2 -0.1 0.1 0.124
H -4.07220 -2.44554 2.01244 0.0 -0.5 -0.1 0.129
H -5.70060 -2.40517 3.61333 0.2 -0.1 -0.1 0.117
H -7.78939 -1.34331 4.31733 0.2 -0.1 0.2 0.103
H -9.09488 0.03174 2.81158 -0.1 0.1 0.0 0.102
H -8.32189 0.33989 0.44274 0.0 0.1 -0.1 0.107
C 2.94622 0.95603 -3.81968 -0.2 0.0 0.1 0.075
C 4.10933 1.44179 -4.28433 -0.1 -0.4 -0.1 -0.224
C 4.51399 2.87441 -4.04956 -0.2 0.3 0.2 -0.284
O 5.58721 3.22870 -4.49688 -0.2 0.2 0.0 0.094
C 3.60824 3.74089 -3.31809 0.2 0.0 -0.1 0.083
C 2.44870 3.25215 -2.85737 0.1 0.3 0.0 -0.223
C 2.05226 1.81644 -3.07505 0.1 -0.3 -0.2 -0.302
O 0.98699 1.44792 -2.60830 -0.1 0.2 0.0 0.079
O 1.57560 3.98867 -2.18185 0.1 -0.3 -0.2 0.099
O 4.97096 0.70598 -4.96435 0.0 0.4 0.1 0.128
H 2.64270 -0.06913 -3.97914 0.0 0.0 0.0 0.136
H 3.90429 4.76964 -3.16897 0.0 0.0 0.0 0.138
H 0.82886 3.39981 -1.95797 -0.1 0.0 0.1 0.101
H 5.74781 1.27082 -5.17165 0.1 -0.2 0.0 0.088
C 4.52063 -3.39059 8.37421 -0.1 0.0 0.1 0.076
C 5.17811 -3.20087 7.22470 0.1 -0.1 0.4 -0.223
C 4.48792 -2.70533 5.98308 -0.4 0.1 -0.1 -0.298
O 5.16817 -2.54824 4.98723 0.2 -0.1 0.1 0.118
C 3.05733 -2.45173 6.04440 0.1 0.0 -0.2 0.087
C 2.39912 -2.64561 7.19451 -0.1 0.1 -0.3 -0.231
C 3.09392 -3.11632 8.44051 0.3 -0.1 0.1 -0.315
O 2.42984 -3.25203 9.45175 -0.2 0.0 -0.1 0.104
O 1.09121 -2.43852 7.32372 0.1 -0.1 0.2 0.116
O 6.48141 -3.43095 7.08741 -0.1 -0.1 -0.2 0.080
H 5.00795 -3.74459 9.27186 0.0 0.0 0.0 0.135
H 2.57712 -2.10976 5.13704 0.0 0.1 0.1 0.106
H 0.87702 -2.65075 8.25139 0.0 0.0 0.0 0.116
H 6.69481 -3.20081 6.16033 0.0 0.1 0.0 0.111
C 9.60291 1.23955 -6.46931 -0.2 0.0 0.1 0.077
C 10.76842 1.70746 -6.93722 -0.1 -0.3 0.0 -0.235
C 11.20537 3.12888 -6.70342 -0.1 0.4 0.2 -0.316
O 12.28657 3.46762 -7.14657 0.1 -0.2 -0.1 0.109
C 10.31587 4.01148 -5.97216 0.2 0.0 -0.1 0.075
C 9.14668 3.54717 -5.50649 0.1 0.4 0.1 -0.227
C 8.72656 2.11690 -5.71741 0.2 -0.3 -0.2 -0.285
O 7.66107 1.76841 -5.24086 0.2 -0.1 -0.1 0.083
O 8.28882 4.30627 -4.83979 0.0 -0.4 0.0 0.122
O 11.61822 0.96401 -7.63112 0.1 0.2 0.0 0.121
H 9.28162 0.21978 -6.62757 0.0 0.0 0.0 0.136
H 10.63103 5.03477 -5.82663 0.0 0.0 0.0 0.136
H 7.51119 3.75066 -4.62130 -0.1 0.1 0.0 0.085
H 12.37522 1.54525 -7.84061 0.0 0.0 0.0 0.122
C -8.54944 -3.92969 0.68899 0.1 -0.1 0.1 0.092
C -9.30728 -3.55430 -0.34927 0.3 0.2 0.2 -0.223
C -10.32994 -4.47064 -0.96053 -0.1 -0.4 0.0 -0.313
O -10.99202 -4.04681 -1.88990 0.1 0.2 0.0 0.107
C -10.47075 -5.80975 -0.41404 -0.1 0.1 -0.1 0.073
C -9.71078 -6.18728 0.62206 -0.2 -0.2 -0.2 -0.237
C -8.70591 -5.26004 1.24959 0.2 0.4 0.0 -0.305
O -8.06862 -5.67473 2.19992 -0.1 -0.2 0.0 0.110
O -9.78442 -7.39433 1.17124 0.1 0.1 0.1 0.114
O -9.21823 -2.35388 -0.91345 -0.2 -0.1 -0.1 0.095
H -7.81379 -3.27715 1.13795 0.0 0.0 0.0 0.113
H -11.19733 -6.46648 -0.87098 0.0 0.0 0.0 0.135
H -9.13148 -7.39758 1.89747 0.0 0.0 0.0 0.119
H -9.87907 -2.34796 -1.63255 0.0 0.0 0.0 0.120
C 11.49638 -2.29130 7.83679 0.2 0.0 0.0 0.073
C 10.17913 -2.29956 7.58724 0.1 -0.3 0.2 -0.230
C 9.52495 -1.22664 6.75741 0.1 0.3 -0.1 -0.304
O 8.32884 -1.32008 6.56094 0.0 0.0 0.0 0.111
C 10.35006 -0.14655 6.24553 -0.2 0.0 0.0 0.076
C 11.66498 -0.13901 6.49984 -0.2 0.2 -0.2 -0.238
C 12.32533 -1.22490 7.30502 -0.1 -0.4 0.2 -0.317
O 13.52839 -1.15197 7.47469 0.1 0.2 -0.1 0.105
O 12.48009 0.81483 6.06539 0.1 -0.1 0.1 0.115
O 9.36599 -3.24189 8.04839 -0.1 0.3 -0.2 0.119
H 11.97889 -3.05595 8.42869 0.0 0.0 0.0 0.135
H 9.86571 0.62644 5.66593 0.0 0.0 0.0 0.136
H 13.36994 0.57399 6.38781 0.0 0.0 0.0 0.120
H 8.46301 -3.02398 7.73718 -0.1 -0.1 0.1 0.089
C -7.38240 3.59827 -5.56340 0.1 -0.1 0.2 0.079
C -8.15296 3.81965 -6.63738 0.2 0.2 0.1 -0.235
C -9.17109 2.81448 -7.10616 -0.2 -0.4 0.1 -0.314
O -9.84265 3.10041 -8.07869 0.1 0.2 -0.1 0.112
C -9.29210 1.56361 -6.37733 -0.1 0.1 -0.1 0.077
C -8.51931 1.34189 -5.30591 -0.2 -0.2 -0.1 -0.230
C -7.52051 2.35756 -4.82473 0.1 0.3 -0.1 -0.290
O -6.87097 2.08016 -3.83196 -0.4 -0.2 -0.2 0.088
O -8.57534 0.22261 -4.59309 0.1 0.2 0.1 0.118
O -8.08069 4.92817 -7.36108 -0.1 -0.1 -0.1 0.120
H -6.65036 4.31424 -5.21710 0.0 0.0 0.0 0.136
H -10.01484 0.84226 -6.73118 0.0 0.0 0.0 0.137
H -7.91887 0.32050 -3.87559 0.0 0.0 0.0 0.112
H -8.74469 4.83066 -8.07096 0.0 0.0 0.0 0.122
```
Forces are in eV/Å.

## Properties
- SMILES string: O=S(=O)(O)CCCc1cc(CCCSC(=S)n2ccnc2)c2c(c1)Nc1ccccc1S2.O=C1C=C(O)C(=O)C=C1O.O=C1C=C(O)C(=O)C=C1O.O=C1C=C(O)C(=O)C=C1O.O=C1C=C(O)C(=O)C=C1O.O=C1C=C(O)C(=O)C=C1O.O=C1C=C(O)C(=O)C=C1O
- E_LUMO: -1.941 eV
- Energy: -163999.298 eV
- Frontier orbital gap: 5.690 eV